ORCA calculation (wB97M-V/def2-TZVPD) on C30H47F3N4O3ReS as an isolated structure.

Results
net charge	-2
max |F|	4.35	eV Å⁻¹
gap between HOMO and LUMO (alpha / beta)	1.26 / 4.62	eV
spin multiplicity	4

Last column: Löwdin charge in e.
Atoms and positions in Å:
Re  1.43  -1.03  0.40  1.03
C  4.56  -3.14  2.29  -0.09
C  3.07  -1.70  1.37  -0.24
N  3.29  -2.67  2.36  -0.02
H  6.19  -2.60  0.89  0.10
N  4.25  -1.73  0.66  -0.06
H  4.95  -3.89  2.97  0.10
C  1.78  0.54  1.62  -0.35
C  1.23  1.70  0.95  -0.14
C  1.78  2.97  1.15  -0.09
C  2.80  3.20  2.08  -0.33
C  3.25  2.12  2.84  -0.10
C  2.73  0.84  2.66  -0.14
H  0.39  1.57  0.27  0.08
H  1.43  3.80  0.54  0.10
H  4.02  2.31  3.59  0.10
H  3.07  0.04  3.33  0.07
C  3.36  4.57  2.29  -0.09
H  4.29  4.52  2.85  0.06
H  2.67  5.20  2.87  0.07
H  3.54  5.09  1.35  0.07
C  2.24  -3.13  3.28  -0.57
C  2.79  -4.25  4.14  -0.06
C  1.77  -1.98  4.15  -0.05
H  3.62  -3.89  4.77  0.08
H  2.01  -4.61  4.81  0.08
H  3.14  -5.09  3.55  0.08
H  0.24  -3.91  3.06  0.09
H  1.35  -4.35  1.72  0.08
H  1.33  -1.17  3.55  0.06
C  1.06  -3.56  2.42  -0.08
H  2.58  -1.57  4.76  0.08
H  0.98  -2.35  4.82  0.09
H  0.66  -2.70  1.83  0.01
C  5.18  -2.53  1.26  -0.08
C  4.95  0.45  -0.08  -0.02
H  5.96  0.38  0.34  0.08
H  4.98  1.13  -0.94  0.09
C  4.46  -0.91  -0.51  -0.57
H  3.11  -0.36  -2.11  0.10
C  5.46  -1.60  -1.42  -0.04
H  5.16  -2.62  -1.66  0.09
H  4.29  0.88  0.69  0.07
H  2.49  0.14  -0.60  0.06
H  6.45  -1.62  -0.95  0.07
H  5.57  -1.04  -2.36  0.08
C  3.04  -0.77  -1.09  -0.20
H  2.56  -1.76  -1.31  0.09
C  -6.11  2.50  -1.72  -0.14
N  -5.17  1.70  -1.09  -0.07
H  -5.93  3.53  -3.66  0.04
N  -4.28  2.37  -2.92  -0.06
H  -7.08  2.68  -1.31  0.06
C  -5.39  0.94  0.14  -0.60
C  -6.74  1.32  0.72  -0.12
C  -5.35  -0.54  -0.20  -0.04
H  -7.56  1.04  0.04  0.07
H  -6.89  0.77  1.66  0.08
H  -6.80  2.39  0.94  0.07
H  -4.32  0.72  2.00  0.08
H  -4.27  2.36  1.30  0.08
H  -4.40  -0.83  -0.68  0.08
C  -4.24  1.29  1.07  -0.06
H  -6.19  -0.80  -0.86  0.08
H  -5.46  -1.13  0.72  0.08
H  -3.29  1.05  0.58  0.07
C  -5.54  2.92  -2.87  -0.16
C  -3.16  1.07  -4.63  -0.08
H  -4.09  0.72  -5.08  0.07
H  -2.40  1.11  -5.43  0.07
C  -3.35  2.46  -4.04  -0.60
H  -1.27  3.02  -4.26  0.07
C  -3.91  3.40  -5.09  -0.29
H  -4.09  4.41  -4.68  0.03
H  -2.83  0.35  -3.87  0.08
H  -1.69  2.30  -2.68  0.07
H  -4.85  3.01  -5.50  0.03
H  -3.20  3.50  -5.91  0.05
C  -2.04  2.97  -3.47  -0.08
H  -2.18  3.98  -3.06  0.07
C  -4.02  1.64  -1.80  0.00
F  1.11  -4.34  -0.78  0.08
C  0.06  -4.05  -1.60  -0.61
F  -0.64  -5.19  -1.81  0.11
F  0.56  -3.62  -2.78  0.11
S  -1.03  -2.74  -0.81  0.55
O  -2.09  -2.47  -1.75  -0.29
O  -1.32  -3.23  0.51  -0.30
O  -0.07  -1.53  -0.79  -0.52